Formula: C3H5N3S
Source: the OMol25 dataset
Level of theory: the ωB97M-V functional and the def2-TZVPD basis

Kohn-Sham gap: 8.3 eV
ΔE to the lowest compared entry with this formula, charge and spin: 4.756 eV
LUMO: -0.62 eV

```
! RIJCOSX wB97M-V def2-TZVPD def2/J DEFGRID3
* xyz 0 1
H 1.55 0.36 -0.22
C 0.51 0.44 -0.56
C -0.33 -0.89 -0.28
H 1.01 2.41 1.97
S -0.50 1.83 0.27
C -0.26 -2.13 -0.74
H 0.50 0.66 -1.62
N 0.38 2.75 1.23
N -1.32 0.61 1.15
H -0.81 -2.96 -0.50
N -1.13 -0.55 0.82
H 0.41 -2.53 -1.53
*
```

Here are the Löwdin charges for atoms 1 to 5, given in e: atom 1 (H): 0.087, atom 2 (C): -0.238, atom 3 (C): -0.351, atom 4 (H): -0.015, atom 5 (S): 0.873